# 1
The following is a DFT calculation (ωB97M-V/def2-TZVPD) of an isolated molecule of C6H10O in a non-equilibrium geometry.

Each line ends with the Löwdin charge.
Positions of all 17 atoms, in Å:
C 1.721 -2.216 -0.829  -0.11
C 1.565 -0.699 -0.731  -0.25
C -1.837 2.340 1.285  0.04
C -1.485 1.213 0.643  -0.43
O -2.366 0.380 0.026  0.03
C -0.088 0.758 0.537  -0.05
C 0.208 -0.284 -0.225  -0.10
H 2.749 -2.535 -0.697  0.07
H 1.274 -2.608 -1.747  0.07
H 1.043 -2.675 -0.101  0.07
H 2.351 -0.231 -0.130  0.11
H 1.687 -0.216 -1.707  0.11
H -2.557 3.101 1.022  0.05
H -1.183 2.576 2.121  0.05
H -3.154 0.869 -0.235  0.11
H 0.581 1.294 1.198  0.12
H -0.509 -1.066 -0.430  0.11

Calculated values
Energy relative to the best compared isomer or geometry (same formula, charge and spin), kcal/mol: 41.1
SMILES: C=C(O)/C=C/CC
Total energy, eV: -8429.45873
Strongest force on any atom, eV/Å: 1.69
Orbital gap, eV: 9.0



# 2
The following is a DFT calculation (ωB97M-V/def2-TZVPD) of a structure of composition C3H3CuLiO3 in a non-equilibrium geometry.

Each line ends with the Löwdin charge.
Positions of all 11 atoms, in Å:
O -3.067 0.085 -0.102  -0.29
C -2.411 -0.897 0.094  -0.52
C -1.168 -0.822 0.800  0.02
Li -3.584 0.976 -1.558  0.78
Cu -1.333 1.112 -0.047  0.37
H -2.440 -1.355 1.183  0.12
H -0.998 -0.855 1.871  0.06
O -0.301 3.027 1.643  -0.01
C -1.090 3.000 0.560  -0.55
O -1.702 4.034 0.288  -0.08
H -0.370 3.926 1.977  0.09

Calculated values
Energy relative to the best compared isomer or geometry (same formula, charge and spin), kcal/mol: 107.6
Total energy, eV: -54139.68299
Strongest force on any atom, eV/Å: 9.24
Orbital gap (alpha / beta), eV: 5.8 / 6.5
Spin multiplicity: 2
<S²>: 0.762



# 3
The following is a DFT calculation (ωB97M-V/def2-TZVPD) of a structure of composition C38H66AsCuF12N3O5 in a non-equilibrium geometry.

Each line ends with the Löwdin charge.
Positions of all 126 atoms, in Å:
C -7.714 5.656 -2.985  -0.12
C -6.449 4.888 -2.965  -0.23
C -5.523 5.230 -1.727  -0.09
N -4.200 4.459 -1.541  -0.24
C -3.336 5.331 -0.621  -0.11
C -3.977 5.429 0.794  -0.15
C -4.136 3.970 1.390  -0.16
C -4.893 3.010 0.445  -0.16
C -4.340 3.008 -1.004  -0.06
C -3.385 4.383 -2.841  0.00
H -7.611 6.682 -2.632  0.08
H -8.391 5.334 -2.194  0.08
H -8.197 5.626 -3.962  0.09
H -5.856 5.050 -3.866  0.10
H -6.686 3.824 -3.001  0.11
H -6.052 5.017 -0.798  0.11
H -5.275 6.289 -1.798  0.13
H -3.269 6.323 -1.067  0.13
H -2.374 4.823 -0.542  0.14
H -4.877 6.043 0.832  0.10
H -3.343 6.103 1.371  0.11
H -4.649 3.979 2.352  0.11
H -3.163 3.493 1.501  0.11
H -5.900 3.423 0.391  0.10
H -4.956 2.032 0.923  0.13
H -4.822 2.377 -1.751  0.14
H -3.332 2.601 -0.935  0.13
H -2.443 3.880 -2.621  0.09
H -3.289 5.291 -3.437  0.11
H -4.010 3.629 -3.319  0.07
C -0.025 8.812 -10.775  -0.11
C -1.507 8.893 -10.426  -0.28
C -2.053 7.937 -9.395  -0.16
C -2.052 6.385 -9.868  -0.01
N -2.876 5.470 -8.852  -0.19
C -2.832 3.956 -9.187  -0.05
C -3.926 3.771 -10.303  -0.13
C -4.946 4.905 -10.116  -0.13
C -4.414 5.680 -8.845  -0.06
C -2.350 5.613 -7.426  -0.12
C -0.871 5.134 -7.259  -0.25
C -0.156 5.347 -5.984  -0.09
H 0.393 9.513 -11.498  0.08
H 0.301 7.826 -11.106  0.07
H 0.581 8.982 -9.886  0.07
H -2.039 8.868 -11.377  0.11
H -1.725 9.905 -10.085  0.11
H -3.067 8.308 -9.248  0.10
H -1.463 8.117 -8.496  0.11
H -1.079 5.960 -10.116  0.12
H -2.599 6.217 -10.795  0.12
H -3.143 3.323 -8.355  0.12
H -1.823 3.693 -9.507  0.13
H -4.438 2.810 -10.347  0.10
H -3.601 3.787 -11.343  0.11
H -5.939 4.610 -9.776  0.10
H -5.055 5.462 -11.047  0.11
H -4.816 5.260 -7.923  0.13
H -4.541 6.761 -8.900  0.11
H -2.988 5.018 -6.772  0.10
H -2.589 6.648 -7.181  0.11
H -0.245 5.648 -7.989  0.10
H -0.863 4.081 -7.542  0.10
H -0.558 4.603 -5.296  0.07
H -0.520 6.337 -5.710  0.07
H 0.924 5.297 -6.120  0.09
Cu -0.199 -2.021 -5.485  0.49
As -2.627 1.325 -5.241  0.90
F -3.258 2.973 -5.599  -0.37
F -1.056 1.921 -5.839  -0.34
F -1.899 -0.328 -4.923  -0.39
F -4.320 0.737 -4.828  -0.38
F -2.898 0.853 -6.969  -0.38
F -2.225 1.705 -3.556  -0.34
O 1.273 -0.606 -4.479  -0.47
H 0.656 0.146 -4.386  -0.12
N -1.342 -0.858 -2.186  0.05
C -0.554 -0.139 -1.247  -0.12
C -0.023 -1.014 -0.263  -0.11
C -0.611 -2.282 -0.543  -0.13
C -1.285 -2.130 -1.753  -0.20
H -1.695 -0.536 -3.076  0.07
H -0.404 0.919 -1.407  0.08
H 0.650 -0.913 0.576  0.08
H -0.600 -3.217 -0.003  0.08
H -1.532 -3.004 -2.337  0.10
C -5.619 -3.327 -2.670  -0.10
C -5.110 -2.506 -3.657  -0.10
C -4.844 -3.010 -4.892  -0.12
C -5.013 -4.322 -5.158  -0.12
C -5.456 -5.224 -4.194  -0.08
C -5.689 -4.697 -2.890  -0.09
H -5.667 -2.942 -1.663  0.10
H -5.076 -1.459 -3.394  0.09
H -4.452 -2.276 -5.580  0.10
H -4.605 -4.652 -6.103  0.10
H -5.466 -6.264 -4.487  0.09
H -5.850 -5.428 -2.112  0.09
C 2.022 1.297 -7.636  -0.04
C 0.880 0.501 -8.306  -0.23
O 1.315 -0.278 -9.363  0.00
C 0.710 -0.437 -10.599  -0.30
O -0.239 0.234 -10.970  0.14
C 1.235 -1.551 -11.490  -0.53
F 2.417 -1.979 -10.971  0.15
F 0.374 -2.529 -11.702  0.19
F 1.428 -1.049 -12.740  0.14
H 2.793 0.594 -7.320  0.08
H 1.602 1.825 -6.780  0.07
H 2.509 2.015 -8.296  0.07
H 0.104 1.183 -8.655  0.11
H 0.386 -0.186 -7.619  0.10
C -6.998 1.573 -6.330  -0.08
C -6.327 1.390 -7.612  -0.21
O -7.226 1.942 -8.581  0.01
C -7.202 1.589 -9.880  -0.36
O -6.347 0.887 -10.436  0.13
C -8.348 2.182 -10.664  -0.46
F -9.446 1.392 -10.675  0.16
F -8.748 3.341 -10.106  0.15
F -7.919 2.367 -11.998  0.10
H -7.709 0.758 -6.189  0.09
H -7.567 2.492 -6.192  0.08
H -6.273 1.538 -5.517  0.05
H -6.042 0.364 -7.845  0.14
H -5.443 2.028 -7.629  0.11

Calculated values
Total energy, eV: -193267.55032
Strongest force on any atom, eV/Å: 5.06
Orbital gap (alpha / beta), eV: 2.9 / 5.9
Spin multiplicity: 2
<S²>: 0.754



# 4
The following is a DFT calculation (ωB97M-V/def2-TZVPD) of the ion C2H7N4O with charge +1 in a non-equilibrium geometry.

Each line ends with the Löwdin charge.
Positions of all 14 atoms, in Å:
C 0.462 1.299 -0.464  -0.26
C -0.309 -1.989 0.039  0.05
N -1.348 0.228 0.041  0.05
N -0.770 1.306 -0.529  0.12
N -0.320 -0.671 0.637  -0.18
N 1.471 2.014 -0.889  0.21
O 0.879 -0.040 0.486  0.01
H 0.485 -2.651 0.167  0.10
H -1.291 -2.478 0.388  0.16
H -0.419 -1.747 -0.967  0.09
H -1.814 0.640 0.847  0.15
H -0.629 -0.654 1.641  0.22
H 1.318 3.002 -1.047  0.15
H 2.286 1.740 -0.350  0.14

Calculated values
Energy relative to the best compared isomer or geometry (same formula, charge and spin), kcal/mol: 122.2
SMILES: C[N@@H+]1NN=C(N)O1
Total energy, eV: -10183.99234
Strongest force on any atom, eV/Å: 4.21
Orbital gap, eV: 10.6
Net charge: +1